This record from the OMol25 dataset describes C16H21ClN4O4S in the gas phase at a distorted geometry. The level of theory is ωB97M-V/def2-TZVPD.

Cartesian coordinates (Å):
1 C -4.339 -1.789 0.143
2 C -3.174 -1.512 -0.796
3 H -2.254 -1.959 -0.407
4 H -3.375 -1.886 -1.801
5 O -2.961 -0.108 -0.964
6 C -2.249 0.510 -0.035
7 O -1.797 -0.011 0.954
8 C -2.056 1.971 -0.378
9 C -2.108 2.851 0.864
10 C -3.526 2.928 1.418
11 H -3.549 3.566 2.297
12 H -4.206 3.338 0.675
13 H -3.877 1.939 1.702
14 H -1.442 2.428 1.619
15 H -1.752 3.850 0.606
16 H -2.788 2.276 -1.127
17 S -0.408 2.135 -1.214
18 C 0.334 0.617 -0.771
19 N 0.060 -0.530 -1.368
20 C 0.803 -1.442 -0.713
21 C 1.547 -0.835 0.294
22 N 1.220 0.497 0.236
23 C 1.770 1.536 1.072
24 C 3.259 1.629 0.892
25 C 3.851 2.001 -0.235
26 C 5.322 2.069 -0.458
27 H 5.852 1.755 0.436
28 H 5.615 3.086 -0.714
29 H 5.606 1.423 -1.288
30 Cl 2.901 2.474 -1.618
31 H 3.866 1.310 1.723
32 H 1.538 1.299 2.113
33 H 1.282 2.473 0.783
34 C 2.422 -1.582 1.150
35 O 3.120 -1.185 2.057
36 N 2.384 -2.931 0.799
37 C 1.665 -3.580 -0.191
38 O 1.753 -4.772 -0.362
39 N 0.854 -2.779 -0.963
40 C 0.075 -3.373 -2.029
41 H -0.730 -3.981 -1.614
42 H 0.719 -4.015 -2.629
43 H -0.333 -2.566 -2.631
44 H 2.970 -3.545 1.355
45 H -5.239 -1.297 -0.218
46 H -4.109 -1.423 1.140
47 H -4.516 -2.859 0.195

Results
SMILES: CCOC(=O)[C@@H](CC)Sc1nc2c(c(=O)[nH]c(=O)n2C)n1C/C=C(/C)Cl
Energy relative to the best compared isomer or geometry (same formula, charge and spin), kJ/mol: 2.0
HOMO, eV: -8.38
Frontier orbital gap, eV: 8.88
Lowest unoccupied orbital energy, eV: 0.5

***

This record from the OMol25 dataset describes a molecular structure, C16H21ClN6O6Re at a distorted geometry. The level of theory is ωB97M-V/def2-TZVPD.

Cartesian coordinates (Å):
1 Re 1.267 1.123 0.893
2 N 3.449 1.495 1.021
3 N 3.688 2.834 0.631
4 C 2.600 3.660 0.392
5 O 2.690 4.809 0.139
6 O 1.430 2.955 0.437
7 H 3.733 1.364 1.995
8 H 4.047 0.896 0.453
9 H 4.568 3.266 0.877
10 O -2.930 1.531 4.857
11 C -3.431 1.696 3.663
12 O -4.574 1.974 3.450
13 C -2.500 1.507 2.468
14 C -2.903 1.660 1.114
15 Cl -4.397 2.179 0.578
16 N -1.848 1.371 0.311
17 N -0.779 1.103 1.084
18 C -1.167 1.157 2.381
19 C -0.094 0.844 3.389
20 O -0.312 0.768 4.563
21 O 1.093 0.606 2.837
22 C -1.762 1.217 -1.115
23 C -0.544 1.433 -1.762
24 C -0.428 1.256 -3.129
25 C -1.533 0.867 -3.872
26 C -2.740 0.634 -3.230
27 C -2.860 0.799 -1.859
28 H -1.994 1.270 4.910
29 H 0.320 1.816 -1.225
30 H 0.515 1.459 -3.616
31 H -1.448 0.758 -4.944
32 H -3.600 0.315 -3.803
33 H -3.797 0.573 -1.379
34 C -0.410 -3.494 -0.368
35 C 0.897 -2.919 -0.937
36 C 2.109 -3.594 -0.304
37 C 0.921 -3.068 -2.453
38 N 0.955 -1.455 -0.680
39 N 1.209 -1.072 0.666
40 H -0.461 -4.563 -0.571
41 H -1.275 -3.018 -0.835
42 H -0.477 -3.362 0.717
43 H 2.187 -4.617 -0.666
44 H 2.036 -3.654 0.786
45 H 3.031 -3.080 -0.591
46 H 0.855 -4.122 -2.720
47 H 1.847 -2.665 -2.864
48 H 0.079 -2.547 -2.913
49 H 0.117 -0.994 -1.021
50 H 2.096 -1.508 0.920
51 H 0.525 -1.465 1.325

Results
Spin multiplicity: 2
Energy relative to the best compared isomer or geometry (same formula, charge and spin), kJ/mol: 67.4
HOMO (spin up / spin down), eV: -15.85 / -15.86
Frontier orbital gap (spin up / spin down), eV: 5.88 / 6.26
Charge: +2
Lowest unoccupied orbital energy (spin up / spin down), eV: -10.0 / -9.6